{"formula": "H4O2P3", "method": "wB97M-V/def2-TZVPD", "fmax_ev_per_a": 6.7, "smiles": "O=P([O-])(P)P", "e_tot_ev": -32025.9106, "total_charge": -1, "symbols": ["O", "O", "P", "P", "P", "H", "H", "H", "H"], "coordinates": [[-0.97, -0.63, 1.69], [-1.82, -1.06, -1.06], [1.59, -0.68, -0.24], [-1.01, 1.81, -0.19], [-0.64, -0.29, 0.30], [2.20, -0.78, 1.05], [1.33, -2.04, -0.04], [0.29, 2.36, 0.07], [-0.98, 1.32, -1.58]], "lowdin_charge": [-0.55, -0.74, 0.48, 0.48, 0.06, -0.20, -0.20, -0.20, -0.14]}